1.
Density functional theory data (ωB97M-V/def2-TZVPD) for a cluster of 2 separate species, C4H6FNO in total.

Atoms and positions in Å:
C1 1.99 0.34 -0.42
C2 -0.95 1.02 0.27
C3 -0.32 -1.08 -0.08
C4 2.57 -0.36 0.61
N1 1.37 0.99 -1.15
O1 -0.47 0.08 -0.66
F1 2.97 -1.64 0.31
H1 -0.75 0.81 1.24
H2 -2.03 1.14 0.06
H3 -0.50 1.99 -0.02
H4 -0.36 -1.04 1.01
H5 -0.14 -1.82 -0.73
H6 3.27 -0.05 1.36

- E (eV) = -10494.3744
- orbital gap (alpha / beta) (hartree) = 0.3208 / 0.2439
- lowest unoccupied orbital energy (alpha / beta) (Ha) = 0.0097 / -0.0283
- relative energy (zero: lowest compared OMol25 entry of this formula, charge and spin) (kJ/mol) = 557.59
- highest occupied orbital energy (alpha / beta) (eV) = -8.46 / -7.41
- net charge = 0


2.
Density functional theory data (ωB97M-V/def2-TZVPD) for a cluster of 2 separate species, C4H6FNO2 in total.

Atoms and positions in Å:
C1 -1.09 0.83 0.01
C2 0.16 -1.52 0.77
C3 -0.03 -0.24 0.06
C4 1.87 0.62 0.15
N1 -1.90 0.71 -1.09
O1 -1.14 1.77 0.77
O2 -0.25 -1.45 -0.63
F1 2.74 -0.20 -0.38
H1 1.11 -1.99 1.03
H2 -0.58 -2.06 1.30
H3 1.83 0.69 1.19
H4 2.01 1.49 -0.42
H5 -2.08 -0.16 -1.69
H6 -2.63 1.51 -1.07

- E (eV) = -12544.2055
- orbital gap (hartree) = 0.3706
- lowest unoccupied orbital energy (Ha) = 0.0320
- relative energy (zero: lowest compared OMol25 entry of this formula, charge and spin) (kJ/mol) = 374.83
- highest occupied orbital energy (eV) = -9.21
- net charge = 0


3.
Density functional theory data (ωB97M-V/def2-TZVPD) for a cluster of 2 separate species, C4H6FNS in total.

Atoms and positions in Å:
C1 0.79 -2.09 0.03
C2 -0.26 -0.05 -0.98
C3 0.24 -0.33 1.58
C4 0.38 -0.73 0.14
N1 1.12 -3.20 -0.01
F1 2.87 1.31 -0.63
S1 3.41 0.07 0.16
H1 -0.46 0.90 -0.59
H2 0.28 -0.15 -1.91
H3 -1.21 -0.61 -1.24
H4 0.98 -0.71 2.29
H5 -0.72 -0.80 2.08
H6 0.34 0.71 1.50

- E (eV) = -19283.3480
- orbital gap (alpha / beta) (hartree) = 0.2042 / 0.2040
- lowest unoccupied orbital energy (alpha / beta) (Ha) = -0.0971 / -0.0972
- relative energy (zero: lowest compared OMol25 entry of this formula, charge and spin) (kJ/mol) = 451.48
- highest occupied orbital energy (alpha / beta) (eV) = -8.20 / -8.20
- net charge = 0


4.
Density functional theory data (ωB97M-V/def2-TZVPD) for an isolated molecule of C4H6FNS2.

Atoms and positions in Å:
N1 -0.81 0.30 -1.71
C1 0.16 0.94 -0.80
C2 1.38 0.21 -0.20
C3 0.32 0.56 0.69
F1 0.67 1.60 1.51
C4 -0.54 -0.39 1.38
S1 -1.21 -0.36 2.79
S2 -0.76 -2.02 0.50
H1 -0.91 -0.66 -1.29
H2 -0.29 0.17 -2.74
H3 0.33 1.94 -0.96
H4 2.14 0.83 0.06
H5 1.35 -0.85 -0.51
H6 -1.83 -2.26 1.26

- E (eV) = -30120.5075
- structure (SMILES) = N[C@@H]1C[C@]1(F)C(=S)S
- orbital gap (hartree) = 0.3106
- lowest unoccupied orbital energy (Ha) = -0.0147
- relative energy (zero: lowest compared OMol25 entry of this formula, charge and spin) (kJ/mol) = 244.51
- highest occupied orbital energy (eV) = -8.85
- net charge = 0


5.
Density functional theory data (ωB97M-V/def2-TZVPD) for a structure of composition C4H6GaO2.

Atoms and positions in Å:
O1 2.44 -0.58 -0.92
C1 1.85 -0.61 0.34
H1 1.68 -0.69 -1.54
H2 2.00 0.38 0.82
C2 0.21 -0.70 -0.07
C3 -0.55 0.12 0.69
C4 -1.67 0.96 0.10
O2 -2.08 0.56 -1.16
Ga1 -1.07 -0.98 -1.60
H3 -0.34 0.33 1.76
H4 1.38 -1.75 0.64
H5 -1.33 2.03 0.10
H6 -2.51 0.94 0.83

- E (eV) = -60710.6640
- orbital gap (alpha / beta) (hartree) = 0.3031 / 0.2392
- multiplicity = 2
- lowest unoccupied orbital energy (alpha / beta) (Ha) = -0.0011 / -0.0728
- relative energy (zero: lowest compared OMol25 entry of this formula, charge and spin) (kJ/mol) = 297.16
- highest occupied orbital energy (alpha / beta) (eV) = -8.28 / -8.49
- net charge = 0


6.
Density functional theory data (ωB97M-V/def2-TZVPD) for a structure of composition C4H6HgO7.

Atoms and positions in Å:
O1 3.09 -3.35 -2.34
C1 2.25 -3.50 -1.42
O2 2.27 -4.48 -0.64
O3 1.25 -2.60 -1.36
O4 -1.38 -1.49 0.79
C2 -0.67 -1.57 -0.42
C3 0.25 -2.78 -0.36
Hg1 4.53 -5.30 -1.72
H1 -0.07 -0.66 -0.58
H2 -1.36 -1.67 -1.27
H3 -0.31 -3.70 -0.54
H4 0.72 -2.84 0.64
C4 -4.53 -2.90 0.87
O5 -4.76 -3.27 -0.30
O6 -4.17 -3.87 1.78
H5 -4.69 -4.66 1.59
O7 -4.70 -1.76 1.37
H6 -2.33 -1.10 0.69

- E (eV) = -22753.0405
- orbital gap (alpha / beta) (hartree) = 0.2095 / 0.0859
- multiplicity = 2
- lowest unoccupied orbital energy (alpha / beta) (Ha) = 0.0629 / -0.0608
- relative energy (zero: lowest compared OMol25 entry of this formula, charge and spin) (kJ/mol) = 0.00
- highest occupied orbital energy (alpha / beta) (eV) = -3.99 / -3.99
- net charge = -1


7.
Density functional theory data (ωB97M-V/def2-TZVPD) for a cluster of 2 separate species, C4H6I2O in total.

Atoms and positions in Å:
C1 -1.91 -1.12 0.46
C2 -1.50 0.13 0.47
C3 1.76 -0.33 -0.64
C4 1.26 0.49 0.43
O1 0.92 1.77 0.43
I1 -4.09 -1.52 -0.11
I2 -2.12 1.94 -0.29
H1 -1.52 -1.98 1.08
H2 1.16 -0.14 -1.66
H3 1.54 -1.45 -0.50
H4 2.88 -0.33 -0.74
H5 0.96 0.22 1.37
H6 0.66 2.34 -0.32

- E (eV) = -22488.4681
- orbital gap (alpha / beta) (hartree) = 0.2106 / 0.2881
- lowest unoccupied orbital energy (alpha / beta) (Ha) = -0.0535 / -0.0020
- relative energy (zero: lowest compared OMol25 entry of this formula, charge and spin) (kJ/mol) = 449.15
- highest occupied orbital energy (alpha / beta) (eV) = -7.19 / -7.89
- net charge = 0


8.
Density functional theory data (ωB97M-V/def2-TZVPD) for an isolated molecule of C4H6I2S.

Atoms and positions in Å:
C1 1.56 -0.57 0.86
C2 0.61 0.22 -0.08
S1 0.85 -0.28 -1.83
I1 1.10 2.44 0.18
C3 -0.81 0.04 0.17
C4 -1.88 0.69 -0.35
I2 -3.77 0.14 0.21
H1 2.52 -0.79 0.41
H2 1.71 -0.06 1.89
H3 1.06 -1.52 1.04
H4 -0.36 -0.76 -2.15
H5 -0.87 -0.92 0.75
H6 -1.74 1.37 -1.11

- E (eV) = -31280.1998
- structure (SMILES) = C[C@](S)(I)/C=C/I
- orbital gap (hartree) = 0.3118
- lowest unoccupied orbital energy (Ha) = -0.0141
- relative energy (zero: lowest compared OMol25 entry of this formula, charge and spin) (kJ/mol) = 0.00
- highest occupied orbital energy (eV) = -8.87
- net charge = 0


Which value of net charge does entry 2 give?
0